ORCA calculation (ωB97M-V with the def2-TZVPD basis set) on a cluster of 2 separate species, C2H12Si3 in total.

Geometry as XYZ:
```
17
Properties=species:S:1:pos:R:3:forces:R:3
C -2.0557 1.5878 0.7223 -1.693 -1.547 -0.745
C -0.2423 -1.6126 1.5649 1.555 -0.343 0.410
Si 3.3989 -0.0728 -1.2711 -2.268 0.737 -0.869
Si -1.2862 0.7620 -0.8614 -0.263 2.312 0.363
Si -0.0034 -1.2014 -0.2493 0.091 0.247 -0.423
H -3.1129 1.1937 0.8639 1.175 0.193 -0.177
H -1.4924 1.2038 1.5333 0.524 0.029 1.200
H -2.1837 2.6599 0.7924 0.515 0.249 -0.357
H -0.9063 -2.4603 1.6260 0.217 -0.795 0.004
H 0.7338 -1.7607 2.1518 -1.598 0.098 -0.846
H -0.8388 -0.8663 2.0184 -0.218 1.214 0.728
H 2.6517 0.1234 -2.5891 0.497 -0.437 0.552
H 4.3349 -1.1570 -1.2678 0.608 -0.621 -0.022
H 3.9934 1.2618 -1.0909 0.189 -0.018 0.468
H -0.1654 1.7847 -1.1840 -0.681 -0.793 -0.199
H -2.4864 1.0392 -1.8158 1.142 -0.848 0.161
H -0.3392 -2.4853 -0.9436 0.207 0.323 -0.248
```
Forces are in eV/Å.

charge	0
orbital gap (spin up / spin down)	6.940 / 6.776	eV
ΔE to the lowest compared entry with this formula, charge and spin	247.1	kJ/mol
E_LUMO (spin up / spin down)	-1.090 / -1.029	eV